# 1
# C26H41Sn

C26H41Sn as an isolated structure (ωB97M-V with the def2-TZVPD basis set, the OMol25 dataset).

Computed properties:
LUMO level, eV: 2.851
HOMO energy, eV: -2.6
HOMO-LUMO gap, eV: 5.41
Energy, Eh: -1229.500552

```
! wB97M-V def2-TZVPD RIJCOSX def2/J DEFGRID3
* xyz -1 1
C 5.695 -2.086 11.380
C 4.478 -1.972 12.307
C 3.717 -3.291 12.459
C 2.389 -3.099 13.289
Sn 0.643 -2.602 12.118
C 0.460 -4.531 11.159
C -0.735 -4.582 10.134
C -0.677 -5.778 9.227
C -1.805 -5.834 8.164
C -0.851 -2.947 13.586
C -0.938 -4.400 14.271
C -2.307 -5.078 14.119
C -2.547 -6.332 15.002
H 1.031 -1.107 10.438
H 6.264 -1.142 11.381
H 6.346 -2.909 11.721
H 5.369 -2.309 10.349
H 4.811 -1.623 13.293
H 3.818 -1.168 11.958
H 3.503 -3.724 11.457
H 4.368 -4.002 13.028
H 2.064 -4.046 13.741
H 2.451 -2.254 14.021
H 1.446 -4.683 10.661
H 0.308 -5.204 12.026
H -1.683 -4.584 10.707
H -0.724 -3.646 9.544
H 0.294 -5.813 8.744
H -0.686 -6.685 9.823
H -1.671 -6.746 7.550
H -2.785 -5.866 8.686
H -1.750 -4.928 7.525
H -0.555 -2.219 14.378
H -1.803 -2.664 13.082
H -0.132 -5.087 13.893
H -0.770 -4.232 15.361
H -3.104 -4.348 14.328
H -2.463 -5.358 13.068
H -3.564 -6.718 14.800
H -1.807 -7.121 14.764
H -2.462 -6.061 16.075
C 0.292 -1.549 4.238
C 0.562 -1.051 5.629
C -0.398 -1.307 6.587
C -0.241 -0.921 7.929
C 0.990 -0.328 8.374
C 1.135 -0.145 9.867
C 2.007 0.925 10.449
C 1.760 1.326 11.770
C 2.631 2.136 12.500
C 3.751 2.629 11.829
C 3.982 2.383 10.459
C 3.073 1.556 9.781
C 1.969 0.018 7.357
C 1.700 -0.344 6.016
H 1.082 -1.290 3.523
H 0.177 -2.644 4.265
H -0.662 -1.136 3.889
H -1.330 -1.816 6.282
H -1.048 -1.039 8.606
H 0.094 -0.198 10.343
H 0.858 1.032 12.233
H 2.442 2.381 13.558
H 4.471 3.255 12.373
H 4.843 2.833 9.921
H 3.242 1.488 8.699
H 2.886 0.573 7.556
H 2.464 -0.055 5.238
*
```

natural (NBO) charges, unit e, in atom order:
1. C -0.60
2. C -0.40
3. C -0.40
4. C -0.83
5. Sn 0.74
6. C -0.83
7. C -0.41
8. C -0.39
9. C -0.61
10. C -0.86
11. C -0.41
12. C -0.39
13. C -0.60
14. H 0.28
15. H 0.20
16. H 0.19
17. H 0.20
18. H 0.18
19. H 0.21
20. H 0.19
21. H 0.18
22. H 0.20
23. H 0.20
24. H 0.20
25. H 0.19
26. H 0.18
27. H 0.19
28. H 0.19
29. H 0.19
30. H 0.19
31. H 0.19
32. H 0.20
33. H 0.20
34. H 0.21
35. H 0.19
36. H 0.18
37. H 0.19
38. H 0.19
39. H 0.20
40. H 0.20
41. H 0.19
42. C -0.62
43. C -0.07
44. C -0.21
45. C -0.17
46. C 0.01
47. C -0.62
48. C -0.02
49. C -0.15
50. C -0.24
51. C -0.24
52. C -0.23
53. C -0.21
54. C -0.22
55. C -0.21
56. H 0.21
57. H 0.21
58. H 0.21
59. H 0.20
60. H 0.21
61. H 0.26
62. H 0.21
63. H 0.21
64. H 0.19
65. H 0.21
66. H 0.19
67. H 0.20
68. H 0.19


# 2
# C3H3NO2

One molecule with the formula C3H3NO2 (ωB97M-V with the def2-TZVPD basis set, the OMol25 dataset).

Computed properties:
LUMO level, eV: -0.478
Energy relative to the best compared isomer or geometry (same formula, charge and spin), eV: 4.116
HOMO energy, eV: -7.7
HOMO-LUMO gap, eV: 7.22
Energy, Eh: -321.226392

```
! wB97M-V def2-TZVPD RIJCOSX def2/J DEFGRID3
* xyz 0 1
C -0.735 0.108 -0.099
C -0.751 -1.249 -0.072
C 1.594 0.724 -0.040
N 0.404 1.015 0.080
O 2.685 0.337 -0.075
O 0.049 -2.136 0.022
H -1.595 0.708 0.121
H -1.867 -1.460 -0.250
H 0.216 1.953 0.312
*
```

natural (NBO) charges, unit e, in atom order:
1. C -0.41
2. C 0.30
3. C 0.94
4. N -0.56
5. O -0.35
6. O -0.65
7. H 0.20
8. H 0.09
9. H 0.45


# 3
# C15H26AuGeN2O2

C15H26AuGeN2O2 as an isolated structure (ωB97M-V with the def2-TZVPD basis set, the OMol25 dataset).

Computed properties:
LUMO level, eV: 2.666
Energy relative to the best compared isomer or geometry (same formula, charge and spin), eV: 0.000
HOMO energy, eV: -1.6
HOMO-LUMO gap, eV: 4.30
Energy, Eh: -3059.721218

```
! wB97M-V def2-TZVPD RIJCOSX def2/J DEFGRID3
* xyz -1 1
Au 0.104 -0.061 -0.717
C 4.800 -1.787 -0.598
Ge 2.844 -1.757 -0.262
C 2.180 -3.381 -1.233
C 2.697 -2.371 1.635
C 2.073 -0.069 -0.550
H 5.191 -2.802 -0.480
H 5.316 -1.130 0.106
H 5.025 -1.444 -1.611
H 2.679 -4.302 -0.909
H 2.325 -3.252 -2.309
H 1.105 -3.478 -1.056
H 2.950 -3.430 1.751
H 1.683 -2.207 2.008
H 3.373 -1.780 2.258
H 2.582 0.517 -1.322
C 0.468 -0.237 6.631
C 0.102 0.054 5.201
C -1.217 0.265 4.818
C -1.494 0.527 3.481
N -0.559 0.590 2.544
C 0.708 0.390 2.901
C 1.076 0.119 4.212
H -0.419 -0.312 7.261
H 1.105 0.550 7.037
H 1.021 -1.174 6.709
H -2.020 0.221 5.545
H -2.518 0.684 3.153
H 1.425 0.428 2.078
H 2.120 -0.053 4.448
O -4.056 -1.406 -0.679
C -2.740 -1.247 -0.590
O -2.223 -0.163 -0.685
C -1.959 -2.537 -0.369
N -2.881 -3.694 -0.409
C -2.814 -4.404 0.885
C -2.335 -3.334 1.857
C -1.312 -2.569 1.022
H -1.198 -2.557 -1.153
H -2.663 -4.303 -1.184
H -4.159 -2.388 -0.616
H -2.091 -5.225 0.847
H -3.790 -4.818 1.145
H -1.909 -3.757 2.766
H -3.166 -2.684 2.144
H -0.377 -3.126 0.956
H -1.068 -1.573 1.386
*
```

natural (NBO) charges, unit e, in atom order:
1. Au 0.29
2. C -1.09
3. Ge 1.58
4. C -1.11
5. C -1.11
6. C -1.58
7. H 0.20
8. H 0.21
9. H 0.21
10. H 0.19
11. H 0.21
12. H 0.20
13. H 0.20
14. H 0.21
15. H 0.21
16. H 0.18
17. C -0.63
18. C 0.01
19. C -0.29
20. C 0.03
21. N -0.42
22. C 0.04
23. C -0.26
24. H 0.21
25. H 0.22
26. H 0.22
27. H 0.20
28. H 0.18
29. H 0.27
30. H 0.21
31. O -0.68
32. C 0.79
33. O -0.60
34. C -0.20
35. N -0.67
36. C -0.22
37. C -0.42
38. C -0.43
39. H 0.26
40. H 0.38
41. H 0.50
42. H 0.18
43. H 0.19
44. H 0.22
45. H 0.20
46. H 0.23
47. H 0.27


# 4
# C7H13N3

C7H13N3 as an isolated structure (ωB97M-V with the def2-TZVPD basis set, the OMol25 dataset).

Computed properties:
LUMO level, eV: 0.112
Energy relative to the best compared isomer or geometry (same formula, charge and spin), eV: 5.507
HOMO energy, eV: -8.0
HOMO-LUMO gap, eV: 8.07
Energy, Eh: -438.582030

```
! wB97M-V def2-TZVPD RIJCOSX def2/J DEFGRID3
* xyz 0 1
C -3.434 -0.801 -0.396
C -0.912 0.131 -0.066
C 0.337 -1.897 0.699
C 0.739 -0.884 -1.445
C 1.660 0.142 0.778
C -2.412 1.996 0.034
C 0.451 -0.503 0.054
N -4.576 -0.612 -0.298
N -2.210 -1.206 -0.570
N -1.089 1.379 0.222
H -0.218 -2.715 0.172
H -0.076 -1.698 1.628
H 1.270 -2.336 0.963
H 0.848 -0.042 -1.998
H 1.602 -1.636 -1.622
H -0.112 -1.298 -1.790
H 2.248 0.826 0.068
H 1.245 0.576 1.607
H 2.266 -0.627 1.058
H -3.260 1.390 -0.196
H -2.827 2.581 0.981
H -2.151 2.821 -0.804
H -0.294 1.706 0.730
*
```

natural (NBO) charges, unit e, in atom order:
1. C 0.33
2. C 0.61
3. C -0.58
4. C -0.57
5. C -0.60
6. C -0.44
7. C -0.19
8. N -0.48
9. N -0.61
10. N -0.56
11. H 0.25
12. H 0.20
13. H 0.20
14. H 0.19
15. H 0.22
16. H 0.24
17. H 0.22
18. H 0.20
19. H 0.23
20. H 0.28
21. H 0.23
22. H 0.21
23. H 0.42


# 5
# C12H32N8O17

A 9-piece molecular cluster, C12H32N8O17 overall (ωB97M-V with the def2-TZVPD basis set, the OMol25 dataset).

Computed properties:
LUMO level, eV: -0.451
HOMO energy, eV: -10.1
HOMO-LUMO gap, eV: 9.66
Energy, Eh: -2192.759981
Structure (SMILES): C[N+](=O)[O-].C[N+](=O)[O-].C[N+](=O)[O-].C[N+](=O)[O-].C[N+](=O)[O-].C[N+](=O)[O-].C[N+](=O)[O-].C[N+](=O)[O-].C1CCOC1

```
! wB97M-V def2-TZVPD RIJCOSX def2/J DEFGRID3
* xyz 0 1
C 2.157 -1.056 3.432
N 0.784 -1.053 4.007
O 0.518 -0.369 4.961
O -0.026 -1.714 3.410
H 2.024 -0.572 2.471
H 2.459 -2.083 3.296
H 2.816 -0.451 4.069
C -1.103 5.064 -0.661
N 0.362 4.643 -0.477
O 1.104 5.472 -0.017
O 0.667 3.507 -0.685
H -1.510 4.722 0.299
H -1.567 4.620 -1.535
H -1.129 6.146 -0.823
C -0.187 -3.206 0.538
N -0.711 -3.289 -0.860
O -1.694 -2.665 -1.199
O -0.189 -4.126 -1.591
H 0.824 -2.857 0.483
H -0.107 -4.181 1.032
H -0.727 -2.515 1.127
C -4.397 -1.570 -2.660
N -3.104 -1.277 -3.239
O -2.584 -0.179 -2.934
O -2.731 -1.898 -4.180
H -4.458 -1.321 -1.610
H -4.430 -2.665 -2.786
H -5.173 -1.044 -3.179
C 0.086 -2.823 -4.894
N 0.520 -1.403 -4.772
O 0.183 -0.665 -5.645
O 1.097 -1.078 -3.776
H 0.964 -3.450 -5.016
H -0.590 -2.971 -5.727
H -0.313 -3.090 -3.935
C 0.076 3.149 3.187
N -1.014 4.098 3.294
O -1.168 5.008 2.502
O -1.739 3.905 4.258
H 0.348 2.863 4.159
H 0.879 3.611 2.618
H -0.251 2.312 2.605
C -2.832 0.902 3.730
N -4.199 0.214 3.618
O -4.313 -0.880 4.070
O -5.013 0.839 2.983
H -2.487 0.944 2.694
H -2.179 0.300 4.318
H -3.011 1.889 4.108
C -0.397 0.726 -1.215
N -0.377 0.741 0.239
O -1.241 1.413 0.756
O 0.483 0.125 0.897
H 0.443 0.198 -1.617
H -0.562 1.751 -1.582
H -1.259 0.157 -1.451
C 4.786 -0.506 -1.001
C 3.347 -0.165 -1.420
C 2.577 -1.363 -0.797
O 3.337 -1.738 0.325
C 4.675 -1.765 -0.108
H 5.201 0.343 -0.463
H 5.390 -0.624 -1.884
H 3.251 -0.128 -2.507
H 2.973 0.766 -1.040
H 2.656 -2.198 -1.539
H 1.556 -1.173 -0.554
H 4.851 -2.540 -0.823
H 5.379 -1.771 0.714
*
```

natural (NBO) charges, unit e, in atom order:
1. C -0.49
2. N 0.55
3. O -0.38
4. O -0.40
5. H 0.26
6. H 0.24
7. H 0.23
8. C -0.49
9. N 0.55
10. O -0.37
11. O -0.41
12. H 0.26
13. H 0.22
14. H 0.23
15. C -0.49
16. N 0.54
17. O -0.40
18. O -0.38
19. H 0.25
20. H 0.25
21. H 0.24
22. C -0.48
23. N 0.54
24. O -0.43
25. O -0.34
26. H 0.24
27. H 0.23
28. H 0.25
29. C -0.49
30. N 0.56
31. O -0.36
32. O -0.42
33. H 0.23
34. H 0.24
35. H 0.25
36. C -0.50
37. N 0.54
38. O -0.39
39. O -0.39
40. H 0.24
41. H 0.23
42. H 0.26
43. C -0.50
44. N 0.55
45. O -0.37
46. O -0.40
47. H 0.24
48. H 0.23
49. H 0.24
50. C -0.49
51. N 0.55
52. O -0.39
53. O -0.43
54. H 0.24
55. H 0.26
56. H 0.27
57. C -0.43
58. C -0.44
59. C -0.09
60. O -0.54
61. C -0.07
62. H 0.21
63. H 0.21
64. H 0.22
65. H 0.21
66. H 0.16
67. H 0.20
68. H 0.16
69. H 0.20


# 6
# C30H30AuFN7O5S

C30H30AuFN7O5S as an isolated structure (ωB97M-V with the def2-TZVPD basis set, the OMol25 dataset).

Computed properties:
LUMO level (alpha / beta), eV: -3.414 / -3.845
Energy relative to the best compared isomer or geometry (same formula, charge and spin), eV: 0.323
HOMO energy (alpha / beta), eV: -9.0 / -8.9
HOMO-LUMO gap (alpha / beta), eV: 5.57 / 5.05
Energy, Eh: -2554.077709

```
! wB97M-V def2-TZVPD RIJCOSX def2/J DEFGRID3
* xyz 1 3
Au 0.210 0.308 -0.090
S -0.207 0.204 2.248
C -0.842 -1.454 2.243
N -1.157 -2.058 3.364
N -0.914 -1.463 4.486
C -1.152 -2.009 5.724
C -1.764 -3.255 5.888
C -1.901 -3.776 7.159
C -1.446 -3.069 8.262
C -0.870 -1.818 8.101
C -0.728 -1.281 6.840
N -1.103 -2.127 1.138
N -0.663 -1.845 0.000
C -1.122 -2.506 -1.109
C -0.439 -2.358 -2.322
C -0.901 -3.021 -3.440
C -2.014 -3.846 -3.358
C -2.683 -4.012 -2.150
C -2.248 -3.343 -1.030
H -0.472 -0.535 4.445
H -2.101 -3.788 5.013
H -2.352 -4.746 7.302
H -1.530 -3.496 9.248
H -0.518 -1.273 8.962
H -0.271 -0.313 6.699
H 0.422 -1.712 -2.365
H -0.392 -2.898 -4.382
H -2.369 -4.358 -4.240
H -3.550 -4.656 -2.088
H -2.738 -3.448 -0.075
C -4.842 3.850 -4.504
C -3.568 4.563 -4.059
N -2.951 3.840 -2.964
C -2.039 2.893 -3.274
C -1.539 1.976 -2.406
C -0.510 1.010 -3.007
O -0.553 0.858 -4.215
O 0.327 0.464 -2.233
C -2.008 1.964 -1.060
O -1.822 1.040 -0.229
C -2.812 3.118 -0.681
C -3.102 3.342 0.666
C -3.891 4.401 1.036
F -4.058 4.658 2.357
C -4.530 5.206 0.085
C -4.246 4.975 -1.251
C -3.338 3.991 -1.658
N -5.473 6.203 0.404
C -6.121 6.161 1.693
C -7.472 6.858 1.581
N -7.240 8.261 1.143
C -6.547 8.288 -0.174
C -5.214 7.557 -0.031
H -5.281 4.362 -5.355
H -5.568 3.805 -3.693
H -4.599 2.832 -4.799
H -3.758 5.596 -3.756
H -2.852 4.580 -4.883
H -1.711 2.838 -4.303
H -2.672 2.698 1.418
H -4.755 5.574 -1.984
H -5.529 6.647 2.486
H -6.292 5.122 1.974
H -7.979 6.855 2.546
H -8.096 6.362 0.835
H -6.633 8.717 1.839
H -8.125 8.777 1.094
H -6.389 9.322 -0.486
H -7.180 7.774 -0.902
H -4.571 8.101 0.685
H -4.702 7.539 -0.993
O 1.946 1.960 0.046
C 2.734 1.010 0.032
O 2.363 -0.184 0.048
H 3.818 1.206 0.008
*
```

Löwdin charges, unit e, in atom order:
1. Au 1.06
2. S 0.65
3. C -0.73
4. N 0.08
5. N 0.00
6. C -0.23
7. C -0.02
8. C -0.08
9. C -0.09
10. C -0.08
11. C -0.02
12. N 0.05
13. N 0.01
14. C -0.25
15. C 0.00
16. C -0.06
17. C -0.07
18. C -0.08
19. C -0.01
20. H 0.07
21. H 0.11
22. H 0.11
23. H 0.10
24. H 0.11
25. H 0.11
26. H 0.10
27. H 0.11
28. H 0.10
29. H 0.11
30. H 0.11
31. C -0.05
32. C -0.18
33. N -0.04
34. C 0.04
35. C -0.01
36. C -0.61
37. O 0.05
38. O -0.12
39. C -0.29
40. O -0.11
41. C -0.04
42. C 0.10
43. C -0.18
44. F 0.06
45. C -0.15
46. C 0.06
47. C -0.12
48. N -0.10
49. C -0.15
50. C -0.09
51. N 0.05
52. C -0.09
53. C -0.13
54. H 0.08
55. H 0.07
56. H 0.09
57. H 0.11
58. H 0.13
59. H 0.15
60. H 0.14
61. H 0.11
62. H 0.14
63. H 0.15
64. H 0.14
65. H 0.15
66. H 0.19
67. H 0.19
68. H 0.14
69. H 0.15
70. H 0.15
71. H 0.13
72. O -0.08
73. C -0.56
74. O -0.10
75. H 0.14